# 1
Density functional theory data (ωB97M-V with the def2-TZVPD basis set) for a 2-piece molecular cluster, C11H15NO3 overall at a distorted geometry.

The geometry in XYZ format:
```
30
Properties=species:S:1:pos:R:3:forces:R:3
C 0.213540 -2.175505 0.389971 -2.946 -2.491 0.151
C 1.495157 -1.599923 0.620873 2.894 2.796 0.411
C 1.658148 -0.456704 -0.333326 2.535 2.353 -1.076
N 2.823591 0.174634 -0.496297 -1.112 0.545 -0.338
O 3.116751 1.197123 -1.224872 -0.548 -1.414 0.768
O 3.844315 -0.294961 0.293414 1.700 0.320 0.673
H 0.001856 -2.982493 1.183396 0.232 0.581 -1.746
H -0.568289 -1.446867 0.577482 0.088 -0.249 -0.292
H 0.152034 -2.462352 -0.711152 -0.294 -0.314 1.576
H 1.742492 -1.272087 1.675924 -0.448 -0.281 -1.108
H 2.311711 -2.179901 0.263402 0.702 -1.408 0.364
H 0.916842 0.010436 -0.997013 0.315 -0.794 0.406
H 4.635949 0.349360 0.282773 -2.216 -0.895 -0.593
C 0.824668 2.934715 0.139900 1.033 -0.696 -0.785
C 0.401069 1.658179 0.804349 -0.140 0.067 1.288
O 1.034335 1.251049 1.791943 -1.633 0.367 -1.690
C -0.854542 1.009721 0.271252 -1.426 -0.785 0.939
C -1.397858 1.191383 -1.011565 0.787 0.472 0.819
C -2.546447 0.505192 -1.352589 -0.007 1.600 -4.770
C -3.309004 -0.121019 -0.470472 -0.865 -1.186 2.253
C -2.897392 -0.237995 0.864889 -0.698 -0.386 -0.172
C -1.633963 0.214506 1.186455 0.635 0.522 0.501
H 1.454395 2.595204 -0.765889 -0.891 0.817 1.136
H 1.502747 3.276530 0.915755 0.257 0.843 -0.405
H 0.030970 3.667872 -0.122937 0.508 -0.730 0.161
H -1.023042 1.899936 -1.746400 0.512 -0.282 0.211
H -2.931731 0.578092 -2.469056 0.896 -0.068 2.420
H -4.226460 -0.542864 -0.792703 -0.788 -0.359 -0.096
H -3.615120 -0.722334 1.570854 1.124 0.372 -0.420
H -1.210115 -0.068756 2.169006 -0.203 0.684 -0.584
```
Forces are in eV/Å.

Values from the calculation:
Max |F| ... 5.03 eV Å⁻¹
Calculated total energy ... -708.44832 a.u.
Energy above the lowest of the compared OMol25 structures with the same formula, charge and spin ... 497.0 kJ/mol
SMILES string ... CC/C=[N+](/[O-])O.CC(=O)c1ccccc1



# 2
Density functional theory data (ωB97M-V with the def2-TZVPD basis set) for a 2-piece molecular cluster, C3H7NO2S2 overall at a distorted geometry.

The geometry in XYZ format:
```
15
Properties=species:S:1:pos:R:3:forces:R:3
C -0.684624 -1.343595 0.267046 -0.681 0.844 -1.333
C -0.869787 0.019979 0.948054 -0.271 -0.251 -2.905
C 0.447755 -0.100993 -1.342706 -0.333 -0.859 0.588
N 0.488189 -1.276603 -0.549039 -1.147 -0.136 -0.784
O 1.429412 2.300777 1.574266 0.548 0.206 0.569
O -1.397609 1.838996 -0.943721 -0.741 0.319 -0.861
S 2.838848 2.263092 1.119063 -0.008 0.053 0.066
S -0.197309 1.265372 -0.316552 -0.340 -0.395 1.243
H -0.620904 -2.185845 0.942492 -0.366 -0.210 0.028
H -1.513347 -1.394440 -0.507135 0.334 -0.559 1.255
H -1.928453 0.233141 0.944452 -0.149 0.550 0.689
H -0.324962 0.132020 1.821795 0.687 0.272 1.885
H 1.404677 0.166784 -1.758953 0.108 0.030 -0.425
H -0.363354 -0.288669 -2.032541 -0.042 0.571 -0.960
H 1.291469 -1.630017 -0.166522 2.402 -0.436 0.945
```
Forces are in eV/Å.

Values from the calculation:
Max |F| ... 2.93 eV Å⁻¹
Calculated total energy ... -1119.98272 a.u.
Energy above the lowest of the compared OMol25 structures with the same formula, charge and spin ... 413.6 kJ/mol



# 3
Density functional theory data (ωB97M-V with the def2-TZVPD basis set) for a 8-piece molecular cluster, C47H36BF7INO15P overall at a distorted geometry.

The geometry in XYZ format:
```
109
Properties=species:S:1:pos:R:3:forces:R:3
C -1.644374 3.257395 -0.099351 1.803 -0.447 1.954
N -1.684151 3.487145 -1.594369 -4.322 -1.126 -0.810
C -2.275489 4.827621 -1.969864 1.160 1.415 -0.269
B -2.305770 2.330042 -2.354309 6.028 -0.499 1.838
O -1.413473 1.149556 -2.619934 -3.184 2.140 2.537
P -4.115100 2.196596 -2.965563 -0.995 -1.602 -2.304
I -4.198166 0.213666 -4.498557 -0.185 1.391 1.034
C -5.305888 1.793196 -1.514788 -1.167 -2.709 2.635
F -4.490589 1.013769 -0.519150 -2.297 2.471 -3.139
F -6.431118 0.873782 -1.899829 3.811 3.432 1.026
C -5.893165 3.111170 -0.734111 -1.046 0.138 2.903
F -4.815909 3.818641 0.021522 -3.357 -2.489 -2.665
F -6.905566 2.647469 0.242605 3.472 1.484 -3.273
C -6.618054 4.222967 -1.700118 -2.212 2.501 0.393
F -7.527142 5.056630 -0.830621 3.579 -2.957 -3.390
F -7.484158 3.648392 -2.756636 3.683 2.014 3.554
F -5.540108 5.115889 -2.233485 -3.801 -3.155 1.236
H -1.917667 2.148548 0.227837 0.491 2.571 -0.966
H -0.508728 3.407933 0.236484 -2.624 -0.312 -0.505
H -2.311671 4.000568 0.528039 1.220 -1.374 -1.629
H -2.993135 5.287755 -1.167318 1.279 -1.192 -1.584
H -2.760866 4.763359 -3.034145 0.773 0.280 1.935
H -1.353000 5.578722 -2.070083 -2.133 -1.476 0.146
H -1.062752 0.900636 -1.699885 0.042 0.478 -1.619
H -4.564003 3.308711 -3.781170 -0.103 -0.707 0.935
C -0.477761 -1.441734 0.942416 -0.083 -0.407 -0.013
C -0.490894 -2.583340 1.637318 -0.004 0.211 -0.460
C -0.540437 -2.581555 3.112701 0.053 -0.544 0.523
O -0.550473 -3.625949 3.749608 0.234 0.618 -0.758
C -0.576524 -1.270134 3.789958 -0.320 0.417 -0.086
C -0.563391 -0.128528 3.095056 -0.277 -0.235 0.216
C -0.513848 -0.130314 1.619674 0.089 -0.018 0.222
O -0.503811 0.914081 0.982767 0.093 -0.504 0.022
H -0.440839 -1.425310 -0.139996 0.100 -0.015 0.038
H -0.465592 -3.553268 1.155222 0.005 0.018 0.029
H -0.613446 -1.286559 4.872371 0.051 0.013 -0.020
H -0.588692 0.841400 3.577153 0.070 -0.056 -0.028
C 3.930640 -1.676030 4.533215 0.293 -0.233 0.000
C 5.066109 -2.224512 4.090268 -0.239 0.012 0.383
C 5.491617 -2.075155 2.684620 0.636 -0.302 -0.131
O 6.529733 -2.578513 2.277856 -1.259 0.789 0.034
C 4.615076 -1.295298 1.788349 -0.406 0.250 -0.099
C 3.479606 -0.746816 2.231295 0.291 -0.063 -0.358
C 3.054098 -0.896174 3.636944 -0.412 0.198 0.387
O 2.015982 -0.392815 4.043708 0.830 -0.137 -0.244
H 3.603586 -1.776617 5.560915 -0.008 0.017 -0.029
H 5.720220 -2.798766 4.735396 0.081 0.012 -0.052
H 4.942129 -1.194711 0.760649 0.025 0.013 0.023
H 2.825495 -0.172563 1.586168 -0.004 -0.012 -0.016
C 4.785707 -2.443091 -2.876301 -0.118 -0.159 0.502
C 3.876803 -2.305933 -1.906040 0.357 -0.167 -0.131
C 2.697129 -1.435477 -2.078924 -0.262 0.139 0.127
O 1.865765 -1.307791 -1.190644 0.220 -0.031 -0.217
C 2.560008 -0.724155 -3.365401 0.323 0.161 -0.085
C 3.468912 -0.861314 -4.335661 -0.205 0.263 0.283
C 4.648586 -1.731769 -4.162777 0.632 -0.006 -0.800
O 5.479950 -1.859455 -5.051058 -0.623 0.066 0.681
H 5.657052 -3.076915 -2.765508 -0.009 0.016 -0.029
H 3.962768 -2.821506 -0.957034 -0.027 -0.015 -0.019
H 1.688663 -0.090331 -3.476194 0.087 -0.081 0.034
H 3.382947 -0.345741 -5.284667 0.032 -0.087 0.096
C -3.498984 10.330941 -1.437793 -0.267 0.283 -0.189
C -4.609221 10.679188 -2.095381 0.406 0.093 0.202
C -5.619007 9.673447 -2.480125 -0.872 0.479 -0.535
O -6.634524 9.991013 -3.083771 0.778 -0.347 0.463
C -5.355301 8.269025 -2.108827 0.293 -0.436 0.213
C -4.245063 7.920778 -1.451239 -0.465 -0.032 -0.249
C -3.235278 8.926520 -1.066494 0.785 -0.063 0.464
O -2.219761 8.608953 -0.462848 -0.652 0.045 -0.416
H -2.747946 11.055962 -1.148765 -0.002 -0.055 0.013
H -4.817512 11.705182 -2.374252 -0.030 -0.055 -0.005
H -6.106339 7.544005 -2.397855 -0.021 0.101 0.000
H -4.036773 6.894784 -1.172367 -0.069 0.181 0.037
C 8.704809 -4.410829 2.665898 0.137 -0.106 -0.539
C 9.383599 -5.150661 1.783731 -0.205 0.207 0.241
C 10.402486 -6.124144 2.223517 0.429 -0.482 -0.736
O 11.025661 -6.800282 1.416670 -0.386 0.414 0.553
C 10.640906 -6.249478 3.675154 -0.096 0.132 0.479
C 9.962116 -5.509647 4.557321 0.324 -0.317 -0.033
C 8.943230 -4.536163 4.117535 -0.313 0.350 0.372
O 8.320055 -3.860025 4.924382 0.255 -0.354 -0.359
H 7.954716 -3.691733 2.360105 0.389 -0.324 0.175
H 9.219739 -5.070928 0.715737 0.042 -0.024 0.023
H 11.390999 -6.968575 3.980947 -0.011 0.010 -0.042
H 10.125977 -5.589379 5.625315 -0.018 0.017 -0.023
C -4.233627 -2.969484 7.595059 -0.462 -0.097 -0.022
C -5.171491 -3.594480 6.876645 0.126 0.270 0.388
C -4.834066 -4.299493 5.624322 -0.597 -0.453 -0.508
O -5.692162 -4.870110 4.965096 0.531 0.393 0.404
C -3.420657 -4.288471 5.197758 0.398 0.170 0.076
C -2.482794 -3.663475 5.916172 -0.076 -0.208 -0.134
C -2.820219 -2.958461 7.168494 0.495 0.317 0.459
O -1.962122 -2.387844 7.827720 -0.506 -0.293 -0.455
H -4.464285 -2.447079 8.515461 0.030 -0.010 -0.010
H -6.212435 -3.612270 7.176539 0.027 -0.026 -0.036
H -3.190000 -4.810876 4.277356 0.002 -0.013 0.021
H -1.441850 -3.645685 5.616278 -0.188 -0.057 0.116
C -1.233627 -1.769484 -5.768859 -0.481 -0.148 -0.056
C -2.171491 -2.394480 -6.487273 0.233 0.378 0.448
C -1.834066 -3.099493 -7.739595 -0.739 -0.633 -0.784
O -2.692162 -3.670110 -8.398822 0.644 0.518 0.610
C -0.420657 -3.088471 -8.166160 0.439 0.142 0.096
C 0.517206 -2.463475 -7.447746 -0.132 -0.216 -0.295
C 0.179781 -1.758461 -6.195423 0.641 0.245 0.231
O 1.037878 -1.187844 -5.536197 -0.966 -0.308 -0.712
H -1.464285 -1.247079 -4.848457 0.109 -0.001 0.038
H -3.212435 -2.412270 -6.187379 -0.044 -0.114 -0.049
H -0.190000 -3.610876 -9.086562 -0.054 0.005 0.028
H 1.558150 -2.445685 -7.747640 -0.025 0.014 0.039
```
Forces are in eV/Å.

Values from the calculation:
Max |F| ... 6.32 eV Å⁻¹
Total charge ... +1
Calculated total energy ... -4358.24760 a.u.